Entry 1:
This record from OMol25 describes an isolated molecule of C20H26FN5O3. The level of theory is ωB97M-V/def2-TZVPD.

Properties
- HOMO-LUMO gap (eV) = 9.61
- ΔE to the lowest compared entry with this formula, charge and spin (kJ/mol) = 62.8
- structure (SMILES) = C[C@@H]1CN(C(=O)c2n[nH]cc2-c2ccncc2)CC[C@@H]1N(C)C(=O)COCCF
- highest occupied orbital energy (eV) = -8.97
- total energy (Eh) = -1377.08766

```
55
C20H26FN5O3 (ωB97M-V/def2-TZVPD)
C 0.289 0.265 3.025
C -0.288 -0.307 1.738
C 0.042 -1.796 1.602
N -0.518 -2.305 0.359
C -1.680 -2.994 0.393
O -2.231 -3.344 1.427
C -2.326 -3.293 -0.929
N -2.064 -4.404 -1.589
N -2.844 -4.340 -2.678
C -3.583 -3.217 -2.734
C -3.281 -2.490 -1.604
C -3.784 -1.168 -1.212
C -4.047 -0.185 -2.163
C -4.464 1.068 -1.744
N -4.627 1.406 -0.467
C -4.386 0.458 0.437
C -3.975 -0.828 0.126
C 0.055 -1.689 -0.831
C -0.247 -0.191 -0.834
C 0.044 0.547 0.489
N 1.352 1.240 0.509
C 1.279 2.682 0.706
C 2.510 0.559 0.677
O 2.612 -0.640 0.469
C 3.754 1.342 1.090
O 4.188 2.143 0.011
C 5.408 2.795 0.292
C 5.847 3.564 -0.922
F 6.282 2.697 -1.914
H 1.378 0.193 3.040
H 0.013 1.313 3.159
H -0.087 -0.290 3.885
H -1.382 -0.262 1.809
H 1.117 -1.964 1.596
H -0.410 -2.346 2.424
H -2.835 -5.105 -3.328
H -4.274 -3.026 -3.539
H -3.898 -0.381 -3.217
H -4.666 1.845 -2.474
H -4.535 0.741 1.474
H -3.810 -1.556 0.910
H 1.127 -1.868 -0.819
H -0.364 -2.155 -1.720
H 0.303 0.299 -1.640
H -1.311 -0.066 -1.047
H -0.659 1.381 0.522
H 2.239 3.144 0.504
H 0.562 3.097 -0.003
H 0.948 2.942 1.716
H 3.556 1.961 1.977
H 4.509 0.594 1.344
H 5.286 3.495 1.131
H 6.179 2.064 0.564
H 5.018 4.148 -1.328
H 6.676 4.226 -0.667
```



Entry 2:
This record from OMol25 describes a cluster of 2 separate species, C3H11ClN3 in total. The level of theory is ωB97M-V/def2-TZVPD.

Properties
- HOMO-LUMO gap (eV) = 9.68
- ΔE to the lowest compared entry with this formula, charge and spin (kJ/mol) = 349.8
- highest occupied orbital energy (eV) = -14.08
- total energy (Eh) = -745.03124
- charge = +1

```
18
C3H11ClN3 (ωB97M-V/def2-TZVPD)
C 0.606 -1.030 1.514
C 1.054 -0.340 0.111
C -1.276 0.713 -0.339
N -2.290 1.387 -1.567
N -0.300 -0.066 -0.745
N 1.870 -1.118 -0.730
Cl 0.558 3.068 0.137
H 1.532 -1.443 2.109
H 0.050 -0.410 2.090
H -0.064 -2.007 1.279
H 1.431 0.694 0.280
H -1.517 1.069 0.679
H -2.643 0.815 -2.386
H -3.067 1.745 -1.018
H -0.264 -0.573 -1.622
H 1.164 3.144 -0.899
H 2.487 -0.708 -1.400
H 2.140 -2.074 -0.471
```



Entry 3:
This record from OMol25 describes the ion H2O3PS with charge -1. The level of theory is ωB97M-V/def2-TZVPD.

Properties
- HOMO-LUMO gap (eV) = 7.64
- ΔE to the lowest compared entry with this formula, charge and spin (kJ/mol) = 1.5
- structure (SMILES) = O=S(=O)=[PH2][O-]
- highest occupied orbital energy (eV) = -3.85
- total energy (Eh) = -966.49709
- charge = -1

```
7
H2O3PS (ωB97M-V/def2-TZVPD)
O -1.810 1.734 0.084
O 1.799 -0.895 1.035
O 1.780 -0.430 -1.366
P -0.846 0.519 0.067
S 1.647 0.106 0.031
H -1.361 -0.487 1.096
H -1.209 -0.547 -0.947
```



Question: Among the records above, which one has the lowest ΔE to the lowest compared entry with this formula, charge and spin?
Answer: H2O3PS



Question: Among the records above, which one has the highest highest occupied orbital energy?
Answer: H2O3PS



Question: What is the total energy in the third record?
Answer: -966.49709 Eh



Question: Which of these has the lowest total energy?
Answer: C20H26FN5O3